Entry 1:
Formula: C3H9N3OS
Source: the Open Molecules 2025 dataset
Level of theory: ωB97M-V/def2-TZVPD

Structure (XYZ):
```
17
Properties=species:S:1:pos:R:3:lowdin_charge:R:1
C 1.750 0.397 -0.622 -0.2293
C 0.713 1.348 0.067 -0.1579
C -0.870 -0.430 0.433 -0.6337
H 1.650 -1.258 0.335 0.0757
H 2.491 1.087 -0.977 0.1043
H 1.300 -0.132 -1.483 0.1205
H 0.207 1.797 -0.716 0.0783
H 1.170 2.131 0.639 0.1143
H 0.096 0.543 1.872 0.1197
H -0.432 -1.656 1.821 0.0544
H -1.958 0.825 -0.741 0.0823
H -3.234 -1.712 -0.450 -0.1402
N -0.230 0.656 0.942 0.0259
N -0.924 -1.608 0.924 0.1063
N -1.569 -0.108 -0.742 -0.3877
O 2.351 -0.588 0.208 -0.0689
S -2.512 -1.292 -1.511 0.7360
```

Summary:
HOMO-LUMO gap (Ha): 0.359
LUMO level (eV): 0.669
HOMO level (eV): -9.09
Structure (SMILES): [H]/N=C(/NS)NCCO



Entry 2:
Formula: C7H16N4
Source: the Open Molecules 2025 dataset
Level of theory: ωB97M-V/def2-TZVPD

Structure (XYZ):
```
27
Properties=species:S:1:pos:R:3:lowdin_charge:R:1
C 0.579 2.097 -0.461 -0.0323
C -0.836 1.904 -0.322 0.0015
C 1.451 1.115 -0.140 -0.2212
C -1.391 0.746 0.096 -0.2265
C -0.665 -0.606 0.209 -0.1601
C 0.893 -0.427 0.226 -0.3370
C -1.107 -1.603 -1.060 0.0165
N 2.774 1.281 -0.047 0.1711
N 1.682 -1.429 -0.395 0.0781
N -2.838 0.658 -0.004 0.2367
N 1.362 -0.603 1.724 0.2285
H 1.099 2.990 -0.832 0.1368
H -1.410 2.845 -0.459 0.1528
H -0.915 -1.134 1.106 0.1245
H -0.350 -2.386 -1.338 0.0868
H -1.059 -1.084 -1.950 0.0582
H -2.040 -2.103 -0.716 0.0995
H 3.009 2.282 -0.157 0.1563
H 3.410 0.582 -0.104 0.0739
H 2.003 -1.276 -1.437 0.1939
H 1.141 -2.300 -0.296 0.0965
H -3.098 -0.261 0.335 0.1638
H -3.175 0.729 -0.981 0.1971
H -3.388 1.391 0.453 0.1911
H 1.510 -1.584 1.913 0.1543
H 0.913 -0.244 2.608 0.2067
H 2.356 -0.411 1.815 0.1523
```

Summary:
HOMO-LUMO gap (Ha): 0.309
LUMO level (eV): -6.878
HOMO level (eV): -15.28
Structure (SMILES): C[C@@H]1C([NH3+])=CC=C(N)[C@@]1(N)[NH3+]
Total charge: +2



Entry 3:
Formula: C4H11AgO4
Source: the Open Molecules 2025 dataset
Level of theory: ωB97M-V/def2-TZVPD

Structure (XYZ):
```
20
Properties=species:S:1:pos:R:3:lowdin_charge:R:1
O -1.104 1.941 -0.092 -0.2495
C -1.798 1.046 0.739 -0.2464
C -2.018 -0.332 0.134 -0.1674
O -0.823 -0.639 -0.592 -0.3545
C -0.430 -1.998 -0.697 -0.0448
Ag -0.188 1.036 -1.564 1.0894
H -2.771 1.437 1.079 0.1485
H -1.118 0.891 1.599 0.1277
H -2.882 -0.399 -0.544 0.1412
H -2.178 -1.076 0.928 0.1421
H 0.626 -1.976 -0.986 0.0998
H -0.461 -2.491 0.284 0.1058
H -1.160 -2.502 -1.346 0.1131
O 1.435 1.806 -0.581 -0.2819
H 0.838 2.282 0.390 0.3163
C 2.825 0.167 0.316 -0.0668
O 2.348 0.760 -0.879 -0.1804
H 2.041 -0.432 0.801 0.0875
H 3.662 -0.468 -0.004 0.1164
H 3.157 0.946 1.015 0.1040
```

Summary:
Multiplicity: 2
HOMO-LUMO gap (spin up / spin down) (Ha): 0.355 / 0.277
LUMO level (spin up / spin down) (eV): -4.264 / -6.410
HOMO level (spin up / spin down) (eV): -13.91 / -13.96
Total charge: +1



Entry 4:
Formula: C16H33CrN2O6P2SSb
Source: the Open Molecules 2025 dataset
Level of theory: ωB97M-V/def2-TZVPD

Structure (XYZ):
```
62
Properties=species:S:1:pos:R:3:lowdin_charge:R:1
Cr -0.166 0.300 -1.346 0.3712
N 2.931 2.724 -3.562 0.2046
C 2.354 2.239 -2.264 -0.5047
C 2.957 3.028 -1.106 -0.0553
P 2.686 0.439 -2.013 0.3272
O 1.998 -0.166 -3.365 -0.1575
O 4.123 0.155 -2.007 -0.2431
O 1.775 0.036 -0.865 -0.3857
P 0.557 2.689 -2.365 0.3374
O -0.013 1.557 -3.413 -0.1878
O 0.520 4.023 -2.992 -0.2497
O -0.089 2.325 -1.049 -0.3694
H 3.929 2.922 -3.487 0.1749
H 2.399 3.583 -3.801 0.1504
H 2.789 2.023 -4.293 0.1608
H 4.031 2.843 -1.025 0.0985
H 2.494 2.707 -0.174 0.0855
H 2.771 4.098 -1.220 0.1001
H 2.577 -0.844 -3.748 0.1031
H -0.689 1.926 -4.001 0.1122
S -2.442 0.042 -1.880 0.7475
C -1.816 -1.553 -2.123 -0.7059
C -2.492 -2.699 -2.531 -0.0553
C -1.772 -3.870 -2.658 -0.0321
C -0.400 -3.876 -2.394 -0.0373
C 0.203 -2.708 -1.993 -0.1107
N -0.494 -1.573 -1.844 -0.1247
H -3.553 -2.651 -2.733 0.1192
H -2.271 -4.781 -2.961 0.1203
H 0.182 -4.781 -2.496 0.1150
H 1.261 -2.651 -1.766 0.1230
C 2.040 0.489 2.362 -0.1325
C 0.575 0.815 2.633 -0.4992
C 0.185 0.429 4.055 -0.1252
Sb -0.776 -0.075 1.137 1.6344
C -2.718 0.884 1.541 -0.5294
C -2.521 2.389 1.379 -0.1373
C -3.336 0.531 2.888 -0.1241
C -0.893 -2.241 1.508 -0.5078
C 0.539 -2.774 1.562 -0.1377
C -1.696 -2.633 2.741 -0.1278
H 2.674 1.148 2.961 0.0888
H 2.311 0.617 1.319 0.0367
H 2.270 -0.538 2.648 0.0736
H 0.399 1.883 2.480 0.0842
H 0.324 -0.640 4.226 0.0682
H -0.846 0.683 4.292 0.0509
H 0.831 0.960 4.758 0.0894
H -3.346 0.505 0.735 0.0440
H -1.936 2.794 2.208 0.0786
H -3.493 2.888 1.384 0.0894
H -2.020 2.638 0.443 0.0481
H -2.717 0.873 3.716 0.0578
H -3.499 -0.539 3.000 0.0522
H -4.305 1.029 2.975 0.0889
H -1.396 -2.613 0.612 0.0714
H 0.994 -2.548 2.528 0.0730
H 1.169 -2.348 0.779 0.0526
H 0.535 -3.860 1.441 0.0879
H -1.368 -2.095 3.631 0.0668
H -1.561 -3.702 2.929 0.0876
H -2.761 -2.455 2.605 0.0646
```

Summary:
Multiplicity: 2
HOMO-LUMO gap (spin up / spin down) (Ha): 0.265 / 0.287
LUMO level (spin up / spin down) (eV): -4.027 / -3.464
HOMO level (spin up / spin down) (eV): -11.23 / -11.28
Total charge: +1



Entry 5:
Formula: C23H40GeMnN2OSi3
Source: the Open Molecules 2025 dataset
Level of theory: ωB97M-V/def2-TZVPD

Structure (XYZ):
```
71
Properties=species:S:1:pos:R:3:lowdin_charge:R:1
Mn 0.976 -0.963 0.523 0.6419
O 0.580 -1.394 2.632 -0.1254
C -0.468 -2.348 2.893 -0.1157
C -0.710 -3.149 1.644 -0.2483
C -1.342 -4.379 1.692 0.0246
C -1.596 -5.049 0.508 0.0054
C -1.206 -4.480 -0.698 -0.0065
C -0.569 -3.260 -0.667 -0.0918
N -0.333 -2.599 0.481 0.0008
H 0.806 -0.924 3.443 0.1307
H -1.378 -1.809 3.172 0.1334
H -0.182 -3.007 3.712 0.1469
H -1.620 -4.805 2.647 0.1371
H -2.082 -6.016 0.526 0.1329
H -1.381 -4.977 -1.641 0.1282
H -0.238 -2.776 -1.579 0.1199
C 2.579 0.292 0.309 -0.1539
C 3.136 -0.945 -0.266 -0.3376
C 3.147 -2.120 0.506 -0.0783
C 3.477 -3.355 -0.063 0.0056
C 3.777 -3.421 -1.407 -0.2005
C 3.785 -2.254 -2.194 0.0181
C 3.454 -1.044 -1.639 -0.0154
C 4.072 -4.696 -2.013 -0.1584
N 4.305 -5.715 -2.487 0.2020
H 2.651 1.171 -0.311 0.0331
H 2.853 0.485 1.347 0.0864
H 3.004 -2.067 1.583 0.1227
H 3.510 -4.248 0.547 0.1367
H 4.047 -2.323 -3.241 0.1384
H 3.441 -0.155 -2.253 0.1226
C -3.119 -0.346 1.191 -0.1881
Si -2.411 1.381 1.299 0.4042
C -2.024 1.871 3.043 -0.1943
C -3.506 2.555 0.393 -0.1797
Ge -0.310 1.042 -0.019 0.7391
Si 0.569 3.321 0.699 0.4281
C 1.284 3.080 2.397 -0.1948
C 1.854 3.579 -0.629 -0.1968
C -0.678 4.673 0.658 -0.1961
Si -0.836 1.078 -2.353 0.3010
C -1.247 2.816 -2.865 -0.2012
C -2.316 -0.044 -2.563 -0.2011
C 0.592 0.433 -3.360 -0.2097
H -3.626 -0.565 2.136 0.0519
H -2.393 -1.133 1.008 -0.0092
H -3.857 -0.387 0.389 0.0467
H -2.818 1.512 3.704 0.0512
H -1.970 2.955 3.160 0.0381
H -1.080 1.449 3.393 0.0215
H -4.390 2.700 1.027 0.0647
H -3.849 2.132 -0.551 0.0350
H -3.074 3.535 0.211 0.0180
H 1.394 2.028 2.666 0.0092
H 0.649 3.554 3.147 0.0424
H 2.274 3.539 2.452 0.0534
H 2.848 3.286 -0.294 0.0400
H 1.873 4.652 -0.843 0.0581
H 1.636 3.071 -1.570 0.0134
H -1.427 4.604 1.448 0.0308
H -1.173 4.753 -0.311 0.0363
H -0.131 5.610 0.813 0.0615
H -2.071 3.224 -2.277 0.0247
H -1.556 2.835 -3.913 0.0531
H -0.389 3.484 -2.770 0.0288
H -3.247 0.468 -2.314 0.0317
H -2.262 -0.948 -1.952 0.0114
H -2.388 -0.355 -3.608 0.0491
H 1.426 1.139 -3.371 0.0330
H 0.288 0.271 -4.397 0.0512
H 0.967 -0.522 -2.982 0.0075
```

Summary:
Multiplicity: 6
HOMO-LUMO gap (spin up / spin down) (Ha): 0.265 / 0.215
LUMO level (spin up / spin down) (eV): -6.773 / -8.354
HOMO level (spin up / spin down) (eV): -13.98 / -14.20
Total charge: +2